This record from the Open Molecules 2025 dataset describes a molecular structure, C39H28AsCoF3N2OS. The level of theory is wB97M-V/def2-TZVPD.

```
! wB97M-V def2-TZVPD RIJCOSX def2/J DEFGRID3
* xyz 0 2
As 0.329 -1.330 1.213
Co -1.463 1.414 0.231
S -3.519 1.802 1.491
F -0.710 3.861 -8.897
F -1.298 1.797 -9.159
F 0.783 2.298 -8.902
O -1.058 -0.484 0.856
N -3.417 -0.426 2.922
N 3.927 5.177 3.312
C 2.711 -0.285 2.466
C -0.216 -3.034 1.879
C -1.037 1.757 -1.615
C 0.154 -3.461 3.148
C 3.020 -1.992 -2.537
C -0.595 1.006 -5.080
C -1.033 -3.828 1.078
C 3.391 0.451 3.427
C -0.365 3.638 1.734
C -3.422 -1.757 3.199
C 2.544 -2.451 -0.230
C 1.335 -0.443 2.567
C -0.606 2.451 -6.995
C -0.836 2.097 -4.234
C 3.343 -2.634 -1.346
C -0.461 2.609 -8.480
C -4.028 -0.800 0.691
C 1.986 3.954 2.114
C 1.218 2.213 0.660
C 1.902 -1.181 -2.616
C 1.088 -0.993 -1.504
C -0.481 1.181 -6.444
C 1.318 0.881 4.569
C 1.425 -1.624 -0.314
C -0.965 3.363 -4.805
C 2.264 2.892 1.256
C -1.114 -5.476 2.826
C -1.480 -5.048 1.555
C -3.728 -2.650 2.226
C -0.299 -4.688 3.622
C 0.634 0.143 3.618
C 2.694 1.034 4.472
C 3.059 4.642 2.780
C -0.124 2.541 0.903
C -4.046 -2.137 0.945
C 0.668 4.339 2.340
C -0.945 1.910 -2.820
C -0.850 3.540 -6.174
C -3.678 0.132 1.710
H -0.512 0.018 -4.648
H 2.786 -2.966 0.693
H -2.110 -5.671 0.934
H 3.649 -2.128 -3.407
H 0.791 -2.841 3.767
H -0.298 0.327 -7.083
H 1.657 -0.674 -3.540
H -1.325 -3.492 0.089
H 0.458 5.175 2.993
H -3.172 -2.026 4.214
H -1.463 -6.432 3.193
H -0.446 0.054 3.671
H -3.163 0.234 3.646
H 0.225 -0.339 -1.571
H 0.777 1.355 5.377
H -1.154 4.210 -4.160
H 4.459 0.592 3.342
H 1.453 1.407 -0.026
H -0.011 -5.023 4.609
H -3.726 -3.707 2.439
H -0.951 4.529 -6.598
H 3.222 1.628 5.206
H 4.213 -3.274 -1.290
H -1.383 3.948 1.943
H 3.255 -0.698 1.628
H -4.295 -2.821 0.145
H -4.246 -0.401 -0.289
H 3.292 2.614 1.063
*
```

Results
LUMO energy (alpha / beta): -0.0186 / -0.0181 Eh
ΔE to the lowest compared entry with this formula, charge and spin: 6.5 kcal/mol
Kohn-Sham gap (alpha / beta): 7.01 / 6.75 eV

This record from the Open Molecules 2025 dataset describes a gas-phase ion, C5H8Cl2N3 (charge +1) in a non-equilibrium geometry. The level of theory is wB97M-V/def2-TZVPD.

```
! wB97M-V def2-TZVPD RIJCOSX def2/J DEFGRID3
* xyz 1 1
Cl -0.172 -1.793 2.551
Cl -1.696 2.816 2.171
N -1.359 -1.069 0.225
N -0.181 0.798 1.481
N -2.446 0.905 0.766
C -1.350 1.373 1.471
C 1.035 -0.936 0.284
C 1.124 0.101 -0.794
C -2.398 -0.361 0.158
C -0.241 -0.819 1.016
H -3.281 -0.735 -0.499
H -3.391 1.212 0.885
H 0.435 -0.184 -1.699
H 2.004 -0.794 0.867
H 0.903 1.253 -0.539
H 2.042 0.089 -1.398
H 1.185 -1.992 -0.064
H 0.643 1.225 1.834
*
```

Results
LUMO energy: -0.1688 Eh
ΔE to the lowest compared entry with this formula, charge and spin: 22.8 kcal/mol
SMILES: CC[C@]1(Cl)N=CNC(Cl)=[NH+]1
Kohn-Sham gap: 10.45 eV

This record from the Open Molecules 2025 dataset describes a molecular structure, C13H20BN8O8P2RuS in a non-equilibrium geometry. The level of theory is wB97M-V/def2-TZVPD.

```
! wB97M-V def2-TZVPD RIJCOSX def2/J DEFGRID3
* xyz 0 2
Ru 0.152 -0.511 -0.498
S 0.861 2.741 0.209
P -2.474 0.551 -1.366
P -2.013 -0.349 1.354
O -0.537 -0.546 1.631
O -3.937 -0.014 -1.165
O -2.901 -1.456 0.914
O -1.961 0.813 0.201
O -2.482 1.882 -1.999
O 0.440 1.724 -2.546
O -1.509 -0.548 -1.834
O -2.712 0.467 2.541
N 1.379 -3.347 -0.122
N 2.219 -2.163 -2.061
N 1.137 -1.370 -2.140
N -1.635 3.657 0.034
N 0.252 -2.622 -0.025
N -0.639 3.654 2.141
N 2.128 -0.540 0.384
N 3.013 -1.532 0.170
C -1.478 4.616 2.843
C -0.703 -3.429 0.434
C 4.116 -1.336 0.903
C 0.805 1.189 -1.610
C 1.143 -4.607 0.267
C 0.925 -1.106 -3.429
C -0.610 3.390 0.827
C -0.180 -4.708 0.636
C 3.950 -0.181 1.636
C 2.679 0.274 1.282
C -3.024 3.780 0.474
C 2.692 -2.399 -3.289
C 1.893 -1.739 -4.203
B 2.636 -2.715 -0.702
H 4.641 0.266 2.328
H -3.209 3.145 1.339
H -3.879 -0.804 -0.586
H -2.377 4.160 3.255
H -0.895 5.034 3.661
H -1.758 5.428 2.177
H -3.641 3.429 -0.349
H 2.151 1.146 1.618
H -3.293 4.810 0.701
H -1.563 3.280 -0.910
H -3.578 0.082 2.722
H 1.934 -5.338 0.255
H 1.991 -1.722 -5.274
H 4.934 -2.035 0.854
H 0.139 3.266 2.645
H 3.527 -3.515 -0.774
H 0.090 -0.493 -3.721
H 3.555 -3.029 -3.427
H -1.698 -3.054 0.601
H -0.700 -5.578 0.995
*
```

Results
LUMO energy (alpha / beta): -0.0278 / -0.0546 Eh
ΔE to the lowest compared entry with this formula, charge and spin: 62.2 kcal/mol
Kohn-Sham gap (alpha / beta): 7.63 / 7.05 eV

This record from the Open Molecules 2025 dataset describes a molecular structure, C28H37N8PS5V in a non-equilibrium geometry. The level of theory is wB97M-V/def2-TZVPD.

```
! wB97M-V def2-TZVPD RIJCOSX def2/J DEFGRID3
* xyz 0 2
V 0.113 0.236 -0.001
S -0.574 -4.697 0.731
S 0.309 -2.893 -2.297
S -2.810 -2.322 -3.519
S -0.660 1.577 1.868
S -1.181 -1.395 1.173
P 2.864 2.301 0.882
N 1.829 0.775 -1.241
N -1.526 0.903 -5.926
N 1.699 -0.243 1.338
N 0.719 3.493 -0.488
N 1.047 4.365 1.514
N 2.772 0.566 3.085
N -1.368 0.747 -1.168
N 3.940 1.375 -1.509
C -1.181 0.701 -2.491
C 1.764 -1.210 2.303
C -2.335 -2.449 0.224
C -2.257 -0.561 2.321
C 3.598 0.636 -2.603
C -1.820 0.956 -4.816
C -2.723 1.474 3.696
C 2.410 -0.717 3.395
C 2.848 1.445 -0.711
C -2.143 1.058 -3.424
C -1.779 -3.720 -4.044
C -2.228 -3.932 0.603
C 2.308 0.833 1.834
C 0.032 5.073 0.937
C 3.345 1.520 4.011
C 1.510 4.498 2.877
C -0.156 -5.278 -0.945
C -1.956 0.700 2.652
C 5.231 1.993 -1.265
C -3.335 -1.395 2.957
C 1.413 3.394 0.632
C -3.584 1.562 -1.618
C -0.151 4.527 -0.302
C -3.381 1.508 -2.987
C 0.926 -4.445 -1.610
C 2.299 0.267 -2.424
C -2.581 1.171 -0.756
C -0.289 -3.427 -3.943
H -2.992 -2.423 3.083
H 1.353 -2.195 2.152
H -1.067 -5.301 -1.540
H 1.702 -0.330 -3.086
H 0.911 3.868 3.538
H 2.553 4.190 2.938
H 2.640 -1.163 4.348
H 0.330 -4.286 -4.225
H -0.848 4.820 -1.071
H -4.246 -1.420 2.354
H 0.197 -6.302 -0.813
H 5.122 3.067 -1.125
H -0.219 0.364 -2.843
H -0.461 5.885 1.446
H -3.689 1.802 3.303
H 2.567 1.957 4.638
H -3.348 -2.108 0.435
H -2.808 -4.543 -0.089
H 5.703 1.571 -0.379
H -2.629 -4.082 1.607
H -2.041 -4.612 -3.469
H 3.843 2.312 3.457
H -1.999 -3.933 -5.094
H -2.744 1.191 0.309
H -4.525 1.906 -1.214
H -3.595 -1.000 3.939
H 1.676 -4.159 -0.871
H 4.076 1.024 4.645
H 4.288 0.427 -3.402
H 1.432 5.535 3.192
H -2.159 2.361 3.978
H 1.419 -4.997 -2.413
H 5.871 1.814 -2.125
H -0.057 -2.590 -4.605
H -2.911 0.876 4.590
H -2.157 -2.286 -0.839
H -4.146 1.792 -3.695
*
```

Results
LUMO energy (alpha / beta): 0.0001 / 0.0010 Eh
ΔE to the lowest compared entry with this formula, charge and spin: 52.1 kcal/mol
Kohn-Sham gap (alpha / beta): 5.41 / 5.43 eV

Question: What is the ΔE to the lowest compared entry with this formula, charge and spin in the second record?
Answer: 22.8 kcal/mol

Copy entry 3 word for word.
This record from the Open Molecules 2025 dataset describes a molecular structure, C13H20BN8O8P2RuS in a non-equilibrium geometry. The level of theory is wB97M-V/def2-TZVPD.

```
! wB97M-V def2-TZVPD RIJCOSX def2/J DEFGRID3
* xyz 0 2
Ru 0.152 -0.511 -0.498
S 0.861 2.741 0.209
P -2.474 0.551 -1.366
P -2.013 -0.349 1.354
O -0.537 -0.546 1.631
O -3.937 -0.014 -1.165
O -2.901 -1.456 0.914
O -1.961 0.813 0.201
O -2.482 1.882 -1.999
O 0.440 1.724 -2.546
O -1.509 -0.548 -1.834
O -2.712 0.467 2.541
N 1.379 -3.347 -0.122
N 2.219 -2.163 -2.061
N 1.137 -1.370 -2.140
N -1.635 3.657 0.034
N 0.252 -2.622 -0.025
N -0.639 3.654 2.141
N 2.128 -0.540 0.384
N 3.013 -1.532 0.170
C -1.478 4.616 2.843
C -0.703 -3.429 0.434
C 4.116 -1.336 0.903
C 0.805 1.189 -1.610
C 1.143 -4.607 0.267
C 0.925 -1.106 -3.429
C -0.610 3.390 0.827
C -0.180 -4.708 0.636
C 3.950 -0.181 1.636
C 2.679 0.274 1.282
C -3.024 3.780 0.474
C 2.692 -2.399 -3.289
C 1.893 -1.739 -4.203
B 2.636 -2.715 -0.702
H 4.641 0.266 2.328
H -3.209 3.145 1.339
H -3.879 -0.804 -0.586
H -2.377 4.160 3.255
H -0.895 5.034 3.661
H -1.758 5.428 2.177
H -3.641 3.429 -0.349
H 2.151 1.146 1.618
H -3.293 4.810 0.701
H -1.563 3.280 -0.910
H -3.578 0.082 2.722
H 1.934 -5.338 0.255
H 1.991 -1.722 -5.274
H 4.934 -2.035 0.854
H 0.139 3.266 2.645
H 3.527 -3.515 -0.774
H 0.090 -0.493 -3.721
H 3.555 -3.029 -3.427
H -1.698 -3.054 0.601
H -0.700 -5.578 0.995
*
```

Results
LUMO energy (alpha / beta): -0.0278 / -0.0546 Eh
ΔE to the lowest compared entry with this formula, charge and spin: 62.2 kcal/mol
Kohn-Sham gap (alpha / beta): 7.63 / 7.05 eV

Question: What is the formula in the fourth record?
Answer: C28H37N8PS5V